{"formula": "C4H9N2", "method": "ωB97M-V/def2-TZVPD", "total_charge": 1, "elements": ["C", "C", "C", "C", "N", "N", "H", "H", "H", "H", "H", "H", "H", "H", "H"], "xyz": [[-0.311712, 1.595762, -0.069755], [0.924376, 1.118722, -0.099581], [-2.102714, -0.325788, 0.702494], [2.563842, -0.723478, -0.070696], [-2.969659, -0.379470, -0.218751], [1.278343, -0.094702, 0.359000], [-1.075000, 2.383830, -0.124817], [1.673784, 1.762508, -0.561998], [-2.163466, -1.097360, 1.392666], [3.281585, -0.004295, 0.167050], [2.697421, -1.551781, 0.538767], [2.303474, -1.014135, -1.035445], [-2.778458, 0.202469, -1.118080], [-3.748653, -1.090240, -0.325895], [0.426844, -0.782040, 0.465044]], "forces_ev_per_a": [[-1.24, 0.06, -0.02], [-1.34, -0.83, 0.52], [2.18, 2.25, -1.74], [-3.03, 1.18, 0.92], [-0.78, 0.31, -3.41], [-1.76, -1.88, 0.50], [0.67, -0.73, 0.21], [-0.01, 0.13, 0.13], [-0.34, -1.17, 1.90], [1.60, 0.88, -0.51], [0.42, -1.59, 1.08], [1.13, -0.50, -2.07], [-0.93, -1.10, 2.17], [1.12, 0.99, 0.39], [2.33, 2.00, -0.07]]}

{"formula": "C19H43BBrInNO14", "method": "ωB97M-V/def2-TZVPD", "total_charge": -1, "elements": ["C", "C", "C", "N", "In", "C", "C", "C", "Br", "B", "O", "O", "C", "H", "H", "H", "H", "H", "H", "H", "H", "H", "H", "H", "H", "H", "H", "H", "H", "H", "H", "H", "C", "O", "C", "O", "O", "C", "H", "H", "H", "H", "H", "H", "C", "O", "C", "O", "O", "C", "H", "H", "H", "H", "H", "H", "C", "O", "C", "O", "O", "C", "H", "H", "H", "H", "H", "H", "C", "O", "C", "O", "O", "C", "H", "H", "H", "H", "H", "H"], "xyz": [[-0.576834, 1.428616, -8.110231], [-0.892944, 0.102033, -7.393671], [-0.428268, 0.085082, -5.936293], [0.991390, 0.389523, -5.777217], [1.908960, -0.775184, -4.202828], [0.378313, -0.609419, -2.574002], [0.164588, 0.829085, -2.261132], [1.337852, 1.493106, -1.555448], [-1.468468, 1.079830, -1.049718], [2.261303, -2.915128, -4.986166], [1.225436, -3.798946, -5.250471], [3.514977, -3.449767, -5.269517], [4.568372, -2.578437, -5.645769], [-0.078920, 2.111012, -7.419438], [-1.488376, 1.912013, -8.468321], [0.076989, 1.293957, -8.973411], [-0.433078, -0.747135, -7.909320], [-1.975037, -0.064335, -7.404882], [-1.032909, 0.812225, -5.369906], [-0.705678, -0.904201, -5.529655], [1.444936, 0.185762, -6.663325], [3.406730, 0.040308, -3.697659], [-0.533718, -1.022099, -3.012163], [0.640512, -1.179776, -1.680405], [-0.089058, 1.380420, -3.164598], [1.814987, 0.779011, -0.881856], [2.074569, 1.812239, -2.293443], [1.023906, 2.353205, -0.965285], [1.468041, -4.384028, -5.987220], [5.269212, -3.152618, -6.254796], [4.212144, -1.733412, -6.237193], [5.085148, -2.186816, -4.767171], [-7.298756, -1.038492, 1.632879], [-6.704473, -1.856504, 0.623388], [-5.393059, -1.644098, 0.457144], [-4.738154, -0.848654, 1.080148], [-4.952374, -2.453533, -0.493734], [-3.546592, -2.334684, -0.781527], [-8.348156, -1.317856, 1.655408], [-6.837273, -1.226609, 2.600895], [-7.195281, 0.016029, 1.382896], [-2.957485, -2.572965, 0.101923], [-3.294271, -1.335855, -1.127606], [-3.351643, -3.060204, -1.564837], [4.995679, 6.554967, -0.808229], [4.095155, 6.842152, -1.879989], [3.648723, 5.749536, -2.515937], [3.954722, 4.619017, -2.250346], [2.820018, 6.139757, -3.478220], [2.247692, 5.067861, -4.244690], [5.270733, 7.519258, -0.390607], [4.509594, 5.941184, -0.051996], [5.879586, 6.037270, -1.176824], [1.659969, 4.406215, -3.611996], [3.020293, 4.493666, -4.750999], [1.603749, 5.548226, -4.974702], [-1.361855, -0.076968, 7.046814], [-1.231628, 0.643832, 5.823982], [-1.902230, 0.096514, 4.797544], [-2.561783, -0.910655, 4.871717], [-1.709864, 0.843059, 3.727084], [-2.371809, 0.377337, 2.532183], [-0.772987, 0.462080, 7.783437], [-2.402597, -0.115984, 7.365369], [-0.972714, -1.087945, 6.940725], [-3.446630, 0.347979, 2.678011], [-2.011331, -0.611505, 2.260191], [-2.122070, 1.083490, 1.748470], [2.201968, -2.444423, 12.047048], [1.340887, -2.155529, 10.942294], [0.881321, -3.235988, 10.308953], [1.129987, -4.377442, 10.599096], [0.104178, -2.833577, 9.307793], [-0.461752, -3.896309, 8.530892], [2.489411, -1.479319, 12.452571], [1.676317, -3.028945, 12.799869], [3.082383, -2.990455, 11.713577], [-1.092287, -4.531222, 9.150044], [0.321340, -4.494343, 8.069599], [-1.059729, -3.415493, 7.762804]], "forces_ev_per_a": [[-0.08, -0.02, 0.04], [-0.11, 0.20, 0.14], [0.09, -0.16, -0.06], [-0.17, -0.01, 0.09], [0.26, 0.04, 0.04], [-0.31, 0.26, -0.19], [0.78, -0.29, -0.20], [-0.17, 0.02, 0.18], [-0.25, 0.11, -0.01], [0.01, -0.19, 0.23], [-0.14, 0.17, -0.38], [-0.20, 0.14, -0.63], [0.15, -0.07, 0.20], [0.04, -0.01, -0.04], [0.02, 0.01, -0.02], [0.03, 0.01, 0.02], [0.01, 0.05, -0.03], [0.04, -0.12, -0.06], [0.04, 0.01, -0.02], [-0.06, 0.03, -0.01], [0.09, -0.01, 0.06], [-0.02, 0.00, -0.06], [0.04, -0.15, 0.04], [0.04, -0.01, -0.03], [-0.38, 0.11, 0.17], [0.02, 0.02, 0.00], [0.05, -0.07, 0.01], [0.04, 0.08, -0.11], [0.12, -0.14, 0.49], [0.02, 0.01, 0.05], [-0.02, 0.01, 0.03], [0.00, 0.02, -0.01], [-0.05, -0.01, 0.00], [0.00, 0.00, 0.00], [0.05, 0.01, -0.01], [-0.06, -0.03, -0.04], [-0.02, 0.01, 0.00], [0.11, -0.08, -0.08], [0.00, -0.01, -0.01], [0.02, 0.02, 0.00], [0.03, 0.00, 0.01], [-0.02, 0.04, 0.03], [-0.04, 0.06, 0.05], [-0.02, -0.01, 0.00], [0.01, 0.05, 0.03], [0.00, -0.01, -0.01], [-0.01, 0.01, 0.02], [0.01, 0.00, -0.01], [0.00, 0.01, -0.01], [-0.11, -0.06, -0.11], [-0.01, 0.01, -0.01], [0.00, -0.03, -0.01], [-0.01, -0.03, 0.00], [0.06, -0.01, 0.05], [0.04, -0.02, 0.07], [0.01, 0.02, 0.01], [0.06, 0.02, 0.14], [-0.03, 0.01, -0.01], [0.02, -0.02, 0.02], [0.00, 0.00, -0.01], [0.03, 0.03, -0.03], [-0.09, 0.05, -0.06], [0.03, 0.04, -0.05], [-0.01, -0.06, -0.04], [-0.04, -0.02, -0.01], [0.02, -0.06, 0.07], [-0.02, -0.02, 0.04], [0.10, 0.03, 0.07], [0.02, 0.04, 0.03], [-0.01, 0.00, 0.00], [0.01, 0.01, 0.00], [0.00, 0.00, 0.00], [-0.02, 0.00, -0.01], [-0.08, -0.01, -0.12], [-0.01, 0.01, -0.01], [0.00, -0.02, -0.01], [-0.01, -0.02, 0.00], [0.04, -0.01, 0.04], [0.02, -0.01, 0.05], [0.01, 0.03, 0.02]]}

DFT total energy, respectively: -266.85055 -4646.96866 hartree.
HOMO-LUMO gap, respectively: 7.594 6.126 eV.
Energy above the lowest of the compared OMol25 structures with the same formula, charge and spin, respectively: 156.1 0.0 kcal/mol.